51
Properties=species:S:1:pos:R:3:mulliken_charge:R:1 method="wB97M-V/def2-TZVPD" multiplicity=1 homo_lumo_gap_ev="5.832 / 5.839" homo_energy_ev="-15.05 / -15.05" largest_force_ev_per_a=1.3 total_energy_ev=-109779.82194 charge=+2
V 0.0468 -0.1041 0.1790 -0.78
S 2.5317 3.3333 -0.8236 0.01
C 1.4205 2.1988 -0.6050 0.48
S 1.8908 0.4369 -0.7302 -0.15
S -0.2445 2.2258 -0.2744 -0.21
I -2.6387 -0.0999 -0.6422 0.18
C -2.7065 -2.1966 -0.3059 0.70
C -3.8809 -2.8911 -0.2927 -0.46
C -3.8260 -4.2847 -0.1035 -0.66
C -2.6202 -4.9222 0.0116 -0.91
C -1.4053 -4.2018 -0.0461 0.85
C -0.1413 -4.8357 -0.0126 -0.68
C 1.0218 -4.1132 -0.1144 -1.19
C 0.9828 -2.7154 -0.2205 -0.28
C -0.2338 -2.0434 -0.1891 0.37
C -1.4439 -2.7866 -0.1739 1.14
H -4.8332 -2.3958 -0.4286 0.45
H -4.7501 -4.8446 -0.0657 0.43
H -2.5824 -5.9965 0.1402 0.44
H -0.1028 -5.9159 0.0584 0.45
H 1.9790 -4.6158 -0.1411 0.46
H 1.9236 -2.1933 -0.3552 0.42
C 5.1570 -3.1202 7.3985 -1.29
C 3.9575 -3.1664 6.4685 -0.18
S 2.5495 -2.3784 7.3000 1.19
O 2.9637 -1.0915 7.7812 -0.63
O 1.9258 -3.3315 8.1593 -0.65
C 1.3784 -2.0279 5.9232 -0.68
C 1.6312 -0.6062 5.4297 -1.48
N 0.8578 -0.3031 4.2108 0.44
C 1.3064 -0.3864 2.9545 0.74
N 0.3057 -0.0783 2.0971 0.56
C -0.8115 0.2054 2.8459 -0.48
C -0.4810 0.0632 4.1469 -0.30
N -1.3928 0.2600 5.2620 1.07
O -2.4901 0.6588 4.9481 -0.59
O -0.9711 0.0619 6.3788 -0.56
C 2.6903 -0.7269 2.5463 -1.19
H 6.0106 -3.6054 6.9272 0.38
H 4.9454 -3.6440 8.3298 0.36
H 5.4270 -2.0922 7.6325 0.37
H 3.6279 -4.1818 6.2519 0.38
H 4.1257 -2.6081 5.5443 0.15
H 0.3870 -2.1420 6.3558 0.45
H 1.5412 -2.7798 5.1493 0.43
H 2.6859 -0.4555 5.2185 0.72
H 1.3626 0.1033 6.2032 0.35
H -1.7639 0.5078 2.4428 0.54
H 3.3339 -0.8805 3.4062 0.26
H 3.1140 0.0841 1.9539 0.35
H 2.7006 -1.6354 1.9420 0.21